The following is a DFT calculation (ωB97M-V with the def2-TZVPD basis set) of C57H45GeIN2O6PS5SbSr as an isolated structure in a non-equilibrium geometry.

For the gap between HOMO and LUMO, the calculation gives 4.2 eV. As for the relative energy (zero: lowest compared OMol25 entry of this formula, charge and spin): 20.4 kcal per mole. As for the LUMO energy: 3.4357 eV. For the calculated total energy, the calculation gives -7738.1911 Eh.

ORCA input file:
```
! RIJCOSX wB97M-V def2-TZVPD def2/J DEFGRID3
* xyz -2 1
I -2.951 -1.412 -0.831
Sb 1.464 2.506 -3.410
Sr 0.833 1.143 0.592
Ge 2.951 4.802 3.276
S 0.206 4.384 -3.125
S -1.337 5.764 0.433
S -0.237 0.603 -3.656
S 2.638 2.402 -5.355
S 2.576 1.690 -1.570
P -3.058 -0.674 2.359
O 2.584 0.606 2.136
O 1.671 2.614 2.391
O 1.305 -1.807 -3.423
O 0.887 -1.280 3.699
O -0.290 -0.062 2.299
O -0.127 -0.352 -2.257
N -0.885 3.241 0.200
N 0.776 -1.185 0.127
C -3.426 5.294 -1.415
C -4.076 4.359 -2.196
C 2.043 -2.716 1.505
C 2.448 1.684 2.757
C -0.498 4.301 0.816
C 3.273 5.019 1.380
C -4.849 -2.018 -0.125
C -2.307 -0.515 5.167
C -3.665 3.019 -2.212
C 3.190 1.920 4.055
C 4.692 4.570 -0.526
C -2.623 3.369 3.172
C -2.984 -2.624 4.275
C 3.871 3.286 4.116
C 0.639 4.322 4.995
C 4.400 4.420 0.822
C -7.512 -2.831 0.245
C 3.855 5.315 -1.341
C 5.350 8.442 5.314
C 2.737 5.928 -0.800
C -4.355 1.747 1.764
C -2.207 -2.490 6.544
C 5.387 8.278 3.938
C -1.315 5.710 5.187
C -3.719 3.929 2.538
C 1.158 5.134 3.987
C -3.295 1.156 2.458
C -2.603 2.596 -1.445
C -7.584 -1.794 2.437
C -2.702 -3.238 5.481
C 3.910 6.527 5.478
C 0.873 -1.329 -2.227
C -7.010 -1.108 3.463
C -5.535 -2.718 -1.086
C -1.952 3.528 -0.642
C -2.358 4.862 -0.634
C 2.460 5.793 0.553
C 1.341 -1.749 -1.042
C 4.689 7.235 3.339
C -6.865 -3.146 -0.905
C 1.155 -1.686 1.301
C 4.604 7.562 6.087
C -0.818 6.528 4.183
C 3.940 6.336 4.095
C 0.544 -0.938 2.458
C -4.881 -1.069 2.282
C -5.653 -0.763 3.373
C 0.410 6.247 3.599
C -2.798 -1.249 4.095
C -4.565 3.114 1.800
C -2.394 2.003 3.105
C -2.016 -1.129 6.380
C -0.581 4.607 5.595
C -5.478 -1.726 1.148
C 2.720 -3.209 0.328
C 2.402 -2.744 -0.893
C -6.846 -2.117 1.273
H 3.892 1.100 4.213
H 2.426 1.852 4.835
H -1.386 7.389 3.853
H -4.173 2.309 -2.851
H -8.622 -2.102 2.485
H 5.960 8.963 3.326
H 4.562 7.685 7.163
H -1.485 1.606 3.532
H -2.158 0.550 5.079
H 1.579 6.282 0.950
H 2.285 -3.121 2.480
H -5.190 -0.246 4.206
H 0.308 4.294 1.534
H 4.069 3.566 5.153
H -8.546 -3.112 0.402
H 1.190 3.448 5.317
H -7.361 -3.696 -1.694
H 3.514 -3.938 0.442
H -2.258 1.572 -1.477
H 5.546 4.061 -0.953
H 2.929 -3.068 -1.779
H 5.049 3.799 1.430
H 4.729 7.122 2.261
H -3.729 6.333 -1.424
H -7.578 -0.845 4.346
H -3.885 4.997 2.577
H -1.633 -0.531 7.198
H -5.393 3.541 1.248
H -1.964 -2.969 7.484
H 4.847 3.244 3.625
H 4.043 5.376 -2.406
H -4.903 4.670 -2.820
H 5.899 9.250 5.783
H -5.034 1.137 1.184
H -2.862 -4.303 5.591
H 1.123 -1.113 -4.086
H -1.921 3.999 3.706
H 1.651 -1.871 3.623
H -2.273 5.926 5.642
H 2.057 6.473 -1.441
H 3.318 5.860 6.098
H -0.964 3.958 6.374
H -5.046 -2.926 -2.026
H 0.791 6.919 2.842
H -3.356 -3.222 3.450
*
```

The following is a DFT calculation (ωB97M-V with the def2-TZVPD basis set) of C57H46F6GeN2O2PTa as an isolated structure.

For the gap between HOMO and LUMO (alpha / beta), the calculation gives 6.1 / 6.5 eV. As for the relative energy (zero: lowest compared OMol25 entry of this formula, charge and spin): 0.0 kcal per mole. As for the LUMO energy (alpha / beta): -2.8271 / -3.3896 eV. For the calculated total energy, the calculation gives -5534.1648 Eh.

ORCA input file:
```
! RIJCOSX wB97M-V def2-TZVPD def2/J DEFGRID3
* xyz 1 2
Ta 0.108 0.372 -0.151
Ge -0.016 -2.123 -3.414
P -3.822 -2.422 -0.227
F -3.752 -1.772 -1.678
F -2.824 -3.518 -0.657
F -3.267 -1.099 0.352
F -5.342 -2.637 -0.415
F -3.913 -3.044 1.216
F -0.290 -1.020 -1.800
O 1.169 1.612 0.784
O -1.213 1.191 1.173
N -1.582 1.262 -1.420
N 0.848 1.985 -1.799
C -5.109 2.368 1.713
C 1.634 2.975 -1.574
C 5.688 -0.108 -0.055
C 3.233 -2.460 -1.809
C 4.714 -2.117 0.817
C -4.065 -4.303 -4.378
C 1.514 -4.507 -1.144
C 3.409 -3.714 -2.367
C 6.957 -0.627 0.152
C 0.759 -6.889 2.454
C 3.220 -0.236 0.039
C 1.562 -5.760 2.386
C 2.060 -0.788 -0.374
C 2.543 -4.751 -2.040
C -1.828 -2.682 4.046
C -3.274 1.819 0.252
C 1.337 -3.242 -0.596
C 5.981 -2.629 1.043
C 1.817 0.996 -6.458
C -2.549 -1.477 4.049
C 2.379 3.251 -0.375
C -2.452 1.536 1.360
C 2.752 2.886 1.993
C 4.010 4.578 0.802
C -2.977 1.689 2.654
C -2.740 1.727 -1.062
C 2.561 0.507 -5.394
C 1.996 -0.407 -4.515
C 0.677 -0.828 -4.678
C -0.604 -6.754 2.686
C 2.089 2.563 0.812
C 1.007 -4.501 2.542
C -0.944 -3.010 2.944
C 3.712 3.881 1.972
C -2.770 -3.188 6.219
C 0.508 0.565 -6.645
C -1.946 -3.527 5.161
C -0.057 -0.341 -5.761
C -0.360 -4.353 2.789
C -1.842 -4.265 -3.475
C -1.160 -5.497 2.861
C -0.588 -2.041 2.017
C -1.736 -2.905 -3.771
C -2.811 -2.255 -4.375
C -0.262 -1.162 1.218
C -4.282 2.090 2.813
C -1.280 1.377 -2.849
C -3.004 -4.961 -3.776
C -3.493 -2.004 6.195
C 0.042 2.126 -3.022
C 4.549 -0.854 0.249
C 2.192 -2.185 -0.908
C -3.970 -2.950 -4.677
C 3.335 4.274 -0.359
C 7.107 -1.892 0.700
C -3.373 -1.148 5.105
C -4.602 2.244 0.447
H 8.095 -2.298 0.872
H -2.222 -5.393 3.041
H 1.192 -7.873 2.329
H 0.993 -3.142 -2.963
H -4.802 -2.438 -5.141
H -5.216 2.468 -0.418
H 6.092 -3.608 1.490
H -2.841 -3.848 7.073
H -3.931 -0.220 5.079
H -1.235 -7.631 2.735
H 5.574 0.891 -0.462
H -2.457 -0.810 3.203
H 1.723 3.743 -2.347
H 7.829 -0.040 -0.104
H 2.257 1.702 -7.150
H -2.336 1.482 3.500
H 4.228 -3.885 -3.054
H -0.067 0.928 -7.487
H -1.368 -4.440 5.205
H -1.016 -4.784 -3.003
H -3.387 2.102 -1.857
H 2.514 2.340 2.894
H 1.631 -3.617 2.486
H -4.680 2.205 3.814
H 3.258 0.807 0.303
H -0.162 3.187 -3.183
H 0.587 1.748 -3.883
H -1.204 0.385 -3.271
H 0.518 -3.081 0.085
H 2.584 -0.783 -3.688
H 2.678 -5.735 -2.471
H -2.765 -1.195 -4.591
H -4.140 -1.745 7.022
H -6.129 2.687 1.870
H -1.072 -0.676 -5.935
H 3.542 4.822 -1.271
H 3.585 0.828 -5.252
H 2.625 -5.860 2.207
H 4.758 5.358 0.810
H 3.935 -1.673 -2.053
H -4.971 -4.844 -4.617
H 4.240 4.123 2.885
H 3.841 -2.699 1.083
H -2.087 1.884 -3.380
H -3.077 -6.015 -3.544
H 0.838 -5.304 -0.858
*
```